Version P
Molecular formula: CH2Cl3N3
Method: DFT, ωB97M-V/def2-TZVPD

CARTESIAN COORDINATES (ANGSTROEM)
N 2.107 -0.191 -0.098
C 1.079 0.447 -0.070
N 0.042 0.987 -0.415
Cl -0.735 2.464 -0.342
H 2.440 -0.981 0.583
Cl -2.692 -1.046 -0.677
N -2.929 0.140 0.569
Cl -4.188 1.194 0.127
H -2.207 0.840 0.521

The value obtained for the LUMO energy is 0.0040 hartree. The SMILES is N=C=NCl.ClNCl.

Version Q
Molecular formula: CH2Cl3N3
Method: DFT, ωB97M-V/def2-TZVPD

CARTESIAN COORDINATES (ANGSTROEM)
C -1.526 0.146 -0.059
N -0.310 0.508 -0.350
N 1.089 -0.472 0.603
N 2.208 -0.165 0.091
Cl -1.907 -0.234 1.592
Cl -2.669 1.515 -0.386
Cl -2.250 -1.170 -1.201
H 2.364 0.669 -0.623
H 3.001 -0.796 0.334

The value obtained for the LUMO energy (alpha / beta) is -0.0608 / -0.0607 hartree.

Calculated relative energies: version P 0.0; version Q 37.0, given in kcal/mol

Version P
Molecular formula: C6H10
Method: DFT, ωB97M-V/def2-TZVPD

CARTESIAN COORDINATES (ANGSTROEM)
C 0.109 -2.298 -0.640
C -0.804 -1.480 -1.205
C -1.186 -0.089 -0.642
C 0.012 0.724 -0.294
C 0.383 0.950 0.972
C 1.373 1.929 1.569
H 0.720 -2.880 -1.338
H 0.062 -2.531 0.422
H -1.323 -1.796 -2.113
H -1.845 -0.453 0.167
H -1.783 0.439 -1.386
H 0.299 1.551 -0.951
H -0.341 0.556 1.688
H 1.097 2.961 1.338
H 2.360 1.935 1.106
H 1.390 1.785 2.651

The value obtained for the LUMO energy is 0.0461 hartree. The SMILES is C=CC/C=C/C.

Version Q
Molecular formula: C6H10
Method: DFT, ωB97M-V/def2-TZVPD

CARTESIAN COORDINATES (ANGSTROEM)
C -1.921 0.483 0.416
C -0.191 0.832 -0.955
C 0.893 1.248 -0.225
C 1.550 -0.749 0.227
C 0.318 -1.396 0.463
C -1.020 -0.231 -0.363
H -1.589 1.316 1.027
H -2.975 0.213 0.500
H -0.351 1.125 -1.991
H 1.591 1.979 -0.635
H 0.795 1.297 0.858
H 2.177 -0.437 1.059
H 2.110 -0.981 -0.675
H 0.009 -1.512 1.503
H 0.095 -2.278 -0.134
H -1.492 -0.909 -1.074

The value obtained for the LUMO energy (alpha / beta) is 0.0122 / 0.0122 hartree.

Calculated relative energies: version P 0.0; version Q 42.3, given in kcal/mol

Version P
Molecular formula: C6H10
Method: DFT, ωB97M-V/def2-TZVPD

CARTESIAN COORDINATES (ANGSTROEM)
C 2.627 0.384 -0.640
C 1.282 0.072 -0.141
C 0.385 -0.065 0.713
C -0.892 -0.402 1.065
C -0.664 -0.816 -1.467
C -1.939 0.630 1.386
H 3.278 0.687 0.189
H 3.080 -0.485 -1.128
H 2.602 1.202 -1.368
H -1.060 -1.404 1.460
H -0.792 0.213 -1.208
H -1.083 -1.140 -2.423
H -0.194 -1.569 -0.870
H -1.786 1.543 0.803
H -2.942 0.244 1.181
H -1.905 0.906 2.449

The value obtained for the LUMO energy (alpha / beta) is 0.0070 / 0.0184 hartree.

Version Q
Molecular formula: C6H10
Method: DFT, ωB97M-V/def2-TZVPD

CARTESIAN COORDINATES (ANGSTROEM)
C 1.827 0.759 -0.069
C 1.838 -0.751 -0.097
C 0.630 -0.026 0.412
C -0.627 -0.012 -0.405
C -1.845 -0.743 0.089
C -1.815 0.760 0.072
H 2.453 1.282 0.648
H 1.718 1.303 -1.004
H 2.458 -1.283 0.627
H 1.770 -1.235 -1.061
H 0.470 -0.028 1.491
H -0.475 -0.033 -1.479
H -2.497 -1.210 -0.650
H -1.797 -1.259 1.044
H -2.437 1.274 -0.650
H -1.708 1.266 1.026

The value obtained for the LUMO energy is 0.0493 hartree. The SMILES is C1CC1C1CC1.

Version R
Molecular formula: C6H10
Method: DFT, ωB97M-V/def2-TZVPD

CARTESIAN COORDINATES (ANGSTROEM)
C 3.162 0.368 0.036
C 2.174 -0.181 -0.403
C -0.869 0.213 -1.445
C -0.608 1.022 1.007
C -0.714 -1.514 0.472
C -0.631 -0.054 -0.015
H 4.114 0.919 -0.187
H -0.597 1.202 -1.671
H -0.228 -0.535 -1.950
H -1.845 -0.008 -1.746
H 0.193 1.016 1.745
H -0.543 2.010 0.679
H -1.438 0.987 1.642
H -0.851 -2.117 -0.307
H -1.590 -1.548 1.107
H 0.272 -1.779 1.037

The value obtained for the LUMO energy is -0.0517 hartree.

Calculated relative energies: version P 89.6; version Q 0.0; version R 118.8, given in kcal/mol

Version P
Molecular formula: C3H11NO3
Method: DFT, ωB97M-V/def2-TZVPD

CARTESIAN COORDINATES (ANGSTROEM)
C 0.461 1.065 -0.863
N 1.209 -0.228 -1.173
C 0.729 -1.491 -0.970
C -0.670 -1.706 -0.533
O 1.513 -2.333 -1.365
H 1.234 1.821 -0.512
H -0.460 0.825 -0.195
H -0.019 1.670 -1.716
H 2.114 -0.124 -1.674
H -0.914 -2.849 -0.364
H -1.119 -1.086 0.244
H -1.451 -1.361 -1.462
O -2.001 0.858 1.036
H -2.043 1.820 1.064
H -2.770 0.543 0.654
O 1.155 1.145 2.629
H 1.336 0.613 1.797
H 1.697 0.820 3.403

The value obtained for the LUMO energy is 0.0162 hartree. The SMILES is CNC(C)=O.O.O.

Version Q
Molecular formula: C3H11NO3
Method: DFT, ωB97M-V/def2-TZVPD

CARTESIAN COORDINATES (ANGSTROEM)
C 2.151 -1.297 1.215
N 2.830 -0.561 0.064
C 2.389 -0.677 -1.251
C 1.096 0.149 -1.542
O 3.035 -1.276 -2.139
H 2.604 -2.364 1.295
H 1.122 -1.166 0.915
H 2.465 -0.648 2.132
H 3.828 -0.553 0.111
H 1.530 0.672 -2.417
H 0.311 -0.525 -1.901
H 0.769 0.976 -0.936
O -3.680 1.481 2.054
H -4.170 0.818 2.417
H -2.787 0.974 2.045
O -4.324 1.379 -1.064
H -4.202 0.713 -0.381
H -4.968 1.904 -0.617

The value obtained for the LUMO energy is 0.0068 hartree. The SMILES is CNC(C)=O.O.O.

Calculated relative energies: version P 0.0; version Q 3.7, given in kcal/mol

Version P
Molecular formula: C3H11NO3
Method: DFT, ωB97M-V/def2-TZVPD

CARTESIAN COORDINATES (ANGSTROEM)
C 1.922 -0.538 1.623
C 0.384 -0.666 1.181
C -0.017 0.437 0.261
N -0.042 1.741 0.735
O -0.539 0.147 -0.808
H 2.520 -0.623 0.660
H 2.165 0.412 2.017
H 2.062 -1.510 2.273
H -0.283 -0.625 2.131
H 0.417 -1.546 0.554
H 0.370 1.944 1.624
H -0.635 2.379 0.256
O 1.305 -0.269 -2.727
H 1.244 0.636 -2.761
H 0.594 -0.542 -2.296
O -2.875 -0.643 0.064
H -2.967 -1.617 0.077
H -2.060 -0.385 -0.291

The value obtained for the LUMO energy is 0.0198 hartree. The SMILES is CCC(N)=O.O.O.

Version Q
Molecular formula: C3H11NO3
Method: DFT, ωB97M-V/def2-TZVPD

CARTESIAN COORDINATES (ANGSTROEM)
O -0.648 2.051 -0.469
C 0.539 1.433 -0.983
C 0.089 0.029 -1.325
N -0.691 -0.656 -0.305
C -0.642 -2.062 -0.171
O 0.194 -2.484 0.955
H -0.421 2.945 -0.196
H 1.398 1.353 -0.273
H 0.868 2.018 -1.840
H 0.981 -0.586 -1.597
H -0.533 0.074 -2.261
H -1.633 -0.285 -0.290
H -0.141 -2.549 -1.014
H -1.678 -2.457 -0.035
H -0.293 -1.984 1.654
O 0.773 0.986 2.346
H 0.436 1.681 2.923
H 1.402 0.493 2.881

The value obtained for the LUMO energy is 0.0245 hartree. The SMILES is OCCNCO.O.

Calculated relative energies: version P 0.0; version Q 15.8, given in kcal/mol

Version P
Molecular formula: C3H11NO3
Method: DFT, ωB97M-V/def2-TZVPD

CARTESIAN COORDINATES (ANGSTROEM)
C -0.542 0.004 -1.882
N -1.205 -0.872 -0.898
C -0.698 -1.265 0.318
C 0.774 -1.551 0.401
O -1.334 -1.129 1.360
H 0.499 0.077 -1.601
H -0.650 -0.444 -2.876
H -1.117 0.926 -1.915
H -2.203 -0.988 -0.889
H 1.313 -1.042 1.194
H 1.310 -1.324 -0.520
H 1.058 -2.605 0.552
O 1.796 1.567 0.143
H 2.388 2.327 0.141
H 1.024 1.916 0.613
O -0.406 1.558 1.845
H -0.938 0.753 1.697
H -1.071 2.093 2.316

The value obtained for the LUMO energy is 0.0286 hartree. The SMILES is CNC(C)=O.O.O.

Version Q
Molecular formula: C3H11NO3
Method: DFT, ωB97M-V/def2-TZVPD

CARTESIAN COORDINATES (ANGSTROEM)
O 1.979 -0.710 -0.481
C 1.353 -1.380 0.624
C 0.547 -0.493 1.602
N -0.480 0.362 1.077
C -1.642 -0.339 0.508
O -2.258 -1.183 1.459
H 2.213 0.181 -0.165
H 2.190 -1.855 1.135
H 0.703 -2.180 0.248
H 1.293 0.033 2.207
H 0.097 -1.178 2.329
H -0.074 1.019 0.428
H -1.389 -1.001 -0.335
H -2.209 0.538 0.204
H -2.056 -0.718 2.276
O 0.224 2.853 -4.196
H -0.411 3.469 -3.846
H -0.079 2.584 -5.072

The value obtained for the LUMO energy is 0.0257 hartree. The SMILES is OCCNCO.O.

Version R
Molecular formula: C3H11NO3
Method: DFT, ωB97M-V/def2-TZVPD

CARTESIAN COORDINATES (ANGSTROEM)
C 1.122 0.827 -1.783
C -0.375 0.558 -1.862
C -1.183 -0.368 -0.767
N -0.783 0.062 0.452
O -1.974 -1.282 -1.076
H 1.516 1.232 -2.650
H 1.461 1.470 -0.909
H 1.851 -0.058 -1.516
H -0.513 -0.057 -2.825
H -0.821 1.571 -1.646
H -0.534 1.002 0.700
H -1.345 -0.374 1.179
O -2.538 -1.723 2.185
H -3.527 -2.091 2.063
H -1.959 -2.480 2.202
O 3.541 0.701 1.820
H 2.684 0.414 1.638
H 3.376 0.597 2.795

The value obtained for the LUMO energy is 0.0170 hartree. The SMILES is CCC(N)=O.O.O.

Version S
Molecular formula: C3H11NO3
Method: DFT, ωB97M-V/def2-TZVPD

CARTESIAN COORDINATES (ANGSTROEM)
C 1.008 -0.544 -2.197
N -0.176 -0.335 -1.383
C -0.737 -1.207 -0.322
C -0.519 0.947 -1.157
O 0.385 1.752 -1.172
H 1.243 -1.657 -2.206
H 0.746 -0.191 -3.139
H 1.833 0.085 -1.870
H -0.324 -2.202 -0.596
H -0.293 -0.878 0.606
H -1.830 -1.066 -0.310
H -1.542 1.230 -1.240
O -0.883 -0.693 3.292
H -0.245 0.036 3.137
H -1.751 -0.284 3.632
O 0.765 1.451 1.862
H 1.521 2.092 2.178
H 0.798 1.464 0.883

The value obtained for the LUMO energy is 0.0266 hartree. The SMILES is CN(C)C=O.O.O.

Calculated relative energies: version P 0.0; version Q 27.6; version R 26.1; version S 29.8, given in kcal/mol